(1)
The following is a DFT calculation (the ωB97M-V functional and the def2-TZVPD basis) of one molecule with the formula C4H6N2OS.

LUMO ... 0.623 eV
Net charge ... 0
Gap between HOMO and LUMO ... 8.547 eV
Energy above the lowest of the compared OMol25 structures with the same formula, charge and spin ... 3.602 eV
Structure (SMILES) ... N/N=C1/C=CSCO1

Last column: Löwdin charge in e.
Atoms and positions in Å:
C: -0.850 0.343 -0.070  -0.395
C: 0.693 -1.346 0.368  -0.455
C: 1.449 1.331 0.053  -0.414
C: 0.086 1.424 0.079  -0.135
H: -2.647 -1.101 0.416  0.033
H: -3.914 -0.112 0.285  0.115
H: 0.626 -1.384 1.459  0.092
H: 0.742 -2.428 0.070  0.115
H: 2.187 2.183 0.365  0.106
H: -0.407 2.349 0.409  0.116
N: -2.953 -0.344 -0.070  0.016
N: -2.083 0.701 -0.051  0.034
O: -0.469 -0.978 -0.296  -0.092
S: 2.135 -0.293 -0.148  0.867


(2)
The following is a DFT calculation (the ωB97M-V functional and the def2-TZVPD basis) of one molecule with the formula C5H7NO.

LUMO ... 1.007 eV
Net charge ... 0
Gap between HOMO and LUMO ... 10.787 eV
Energy above the lowest of the compared OMol25 structures with the same formula, charge and spin ... 4.109 eV
Structure (SMILES) ... [H]/N=C/OCCC#C

Last column: Löwdin charge in e.
Atoms and positions in Å:
O: -1.538 -0.065 -0.454  -0.085
C: -1.931 0.799 0.470  -0.353
N: -1.448 0.577 1.611  0.078
C: -0.270 -0.975 0.175  -0.057
C: 0.739 -0.846 -0.933  -0.217
C: 1.792 0.148 -0.727  -0.136
C: 2.688 0.931 -0.561  0.110
H: -2.569 1.697 0.248  0.145
H: -1.680 1.338 2.187  0.026
H: -0.873 -1.851 0.112  0.099
H: 0.230 -0.932 1.187  0.128
H: 1.209 -1.823 -1.056  0.124
H: 0.182 -0.636 -1.844  0.116
H: 3.470 1.637 -0.415  0.022


(3)
The following is a DFT calculation (the ωB97M-V functional and the def2-TZVPD basis) of C50H51AsIN3O2S4Tc as an isolated structure.

LUMO (alpha / beta) ... 1.113 / 1.114 eV
Net charge ... -1
Gap between HOMO and LUMO (alpha / beta) ... 4.759 / 4.758 eV
Energy above the lowest of the compared OMol25 structures with the same formula, charge and spin ... 3.445 eV

Last column: Löwdin charge in e.
Atoms and positions in Å:
Tc: -1.035 0.573 -0.100  1.156
S: 2.875 0.881 4.434  -0.181
As: 2.262 2.527 3.282  -0.035
S: 0.209 1.984 1.938  -0.105
S: -1.063 3.490 1.885  0.020
S: 3.796 3.236 2.046  -0.171
C: -5.739 0.567 1.344  -0.129
C: -5.194 1.665 0.694  -0.098
C: -3.896 1.616 0.202  -0.121
C: -3.087 0.476 0.318  -0.227
C: -3.677 -0.621 0.962  -0.168
C: -4.970 -0.582 1.470  -0.154
H: -6.743 0.611 1.748  0.092
H: -5.778 2.570 0.576  0.095
H: -3.516 2.515 -0.270  0.074
H: -3.101 -1.532 1.081  0.080
H: -5.384 -1.456 1.968  0.094
I: -2.550 0.607 -3.887  1.056
C: -2.162 2.187 -2.560  -0.738
C: -2.642 3.416 -2.971  -0.177
C: -2.254 4.565 -2.303  -0.065
C: -1.284 4.416 -1.325  -0.091
C: -0.854 3.154 -0.989  -0.289
N: -1.376 1.990 -1.479  -0.160
H: -3.305 3.463 -3.821  0.077
H: -2.636 5.536 -2.585  0.105
H: -0.836 5.265 -0.831  0.109
H: -0.031 3.043 -0.302  -0.018
C: 3.865 -3.959 -2.768  -0.048
C: 2.776 -3.133 -2.135  -0.256
C: 1.774 -3.802 -1.340  -0.024
C: 0.768 -3.128 -0.768  -0.217
C: -0.248 -3.831 0.076  0.000
C: 0.698 -1.625 -0.834  -0.205
C: 1.749 -0.926 -1.712  -0.206
C: 2.739 -1.800 -2.328  0.009
N: 1.662 0.344 -1.739  0.169
C: 2.548 1.321 -2.350  -0.422
C: 1.705 2.133 -3.351  -0.076
C: 2.487 3.334 -3.884  -0.288
C: 3.737 2.843 -4.615  -0.128
C: 4.603 2.053 -3.633  -0.291
C: 5.025 2.962 -2.478  -0.119
C: 3.773 3.451 -1.747  -0.293
C: 2.894 4.241 -2.719  -0.112
C: 3.001 2.249 -1.208  -0.117
C: 3.813 0.851 -3.095  -0.102
H: 3.847 -4.980 -2.391  0.068
H: 4.846 -3.528 -2.568  0.081
H: 3.737 -3.995 -3.852  0.082
H: 1.843 -4.879 -1.231  0.111
H: -0.264 -4.897 -0.152  0.091
H: -1.243 -3.414 -0.073  0.081
H: 0.006 -3.706 1.129  0.057
H: 0.958 -1.309 0.180  0.106
H: 3.490 -1.371 -2.971  0.079
H: 0.811 2.485 -2.848  0.094
H: 1.391 1.481 -4.173  0.127
H: 1.847 3.892 -4.577  0.136
H: 4.302 3.691 -5.014  0.115
H: 3.445 2.206 -5.457  0.116
H: 5.491 1.676 -4.152  0.134
H: 5.591 3.814 -2.870  0.116
H: 5.672 2.419 -1.783  0.121
H: 4.063 4.084 -0.904  0.112
H: 3.439 5.112 -3.097  0.116
H: 2.001 4.609 -2.205  0.115
H: 2.129 2.586 -0.648  0.086
H: 3.629 1.687 -0.512  0.101
H: 4.456 0.285 -2.415  0.124
H: 3.530 0.218 -3.942  0.115
C: -0.015 -1.575 6.832  -0.063
O: -0.984 -1.652 5.801  -0.084
C: -1.717 -0.544 5.529  -0.202
C: -1.617 0.633 6.254  -0.009
C: -2.514 1.667 6.045  -0.070
C: -3.529 1.536 5.113  -0.077
C: -3.602 0.393 4.341  0.000
C: -2.692 -0.641 4.514  -0.137
N: -2.888 -1.831 3.783  0.126
C: -1.999 -2.737 3.380  -0.006
C: -0.641 -2.542 3.097  -0.162
C: 0.267 -3.577 3.439  -0.084
C: 1.616 -3.422 3.331  -0.092
C: 2.135 -2.205 2.841  -0.073
C: 1.305 -1.236 2.364  -0.093
C: -0.119 -1.362 2.393  -0.345
O: -0.875 -0.572 1.755  -0.236
H: 0.460 -2.554 6.856  0.092
H: -0.485 -1.375 7.801  0.093
H: 0.734 -0.810 6.619  0.083
H: -0.839 0.745 6.993  0.107
H: -2.419 2.575 6.626  0.106
H: -4.241 2.332 4.968  0.103
H: -4.367 0.299 3.579  0.091
H: -3.853 -1.998 3.535  0.138
H: -2.404 -3.743 3.313  0.142
H: -0.144 -4.476 3.887  0.116
H: 2.291 -4.199 3.664  0.097
H: 3.203 -2.032 2.852  0.106
H: 1.723 -0.297 2.016  0.058
C: -0.723 -1.073 -1.100  -0.171
C: -1.483 -1.904 -2.042  -0.347
C: -0.848 -2.553 -3.111  -0.063
C: -1.550 -3.380 -3.971  -0.086
C: -2.908 -3.596 -3.785  -0.105
C: -3.557 -2.950 -2.742  -0.101
C: -2.861 -2.107 -1.895  -0.119
H: 0.201 -2.363 -3.298  0.113
H: -1.030 -3.858 -4.792  0.099
H: -3.457 -4.249 -4.452  0.093
H: -4.621 -3.092 -2.593  0.100
H: -3.375 -1.581 -1.105  0.075


(4)
The following is a DFT calculation (the ωB97M-V functional and the def2-TZVPD basis) of C34H74F12N3O23S4 as an isolated structure.

LUMO ... 2.051 eV
Net charge ... -1
Gap between HOMO and LUMO ... 9.555 eV

Last column: Löwdin charge in e.
Atoms and positions in Å:
N: -0.834 -0.885 -0.841  0.308
H: 0.056 -1.314 -0.652  0.054
H: -1.305 -1.300 -1.694  0.099
H: -0.729 0.150 -1.009  0.128
H: -1.459 -0.986 -0.058  0.071
C: -4.695 -2.726 0.131  -0.563
F: -3.406 -3.037 0.223  0.105
F: -5.368 -3.816 -0.286  0.124
F: -5.065 -2.522 1.498  0.038
S: -4.819 -1.199 -0.978  0.600
O: -6.127 -0.683 -0.648  -0.287
O: -3.664 -0.367 -0.525  -0.336
N: -4.669 -1.873 -2.386  -0.299
S: -3.519 -1.322 -3.479  0.715
O: -3.537 0.146 -3.581  -0.304
O: -2.225 -2.012 -3.315  -0.320
C: -4.315 -1.860 -5.116  -0.672
F: -3.540 -1.408 -6.119  0.122
F: -4.516 -3.163 -5.291  0.151
F: -5.455 -1.226 -5.254  0.148
C: 0.318 -4.338 -1.287  -0.613
F: -0.589 -3.382 -1.017  0.082
F: -0.212 -5.578 -0.925  0.093
F: 0.554 -4.312 -2.563  0.172
S: 1.871 -3.919 -0.247  0.693
O: 1.282 -4.211 1.055  -0.318
O: 2.975 -4.746 -0.768  -0.294
N: 1.865 -2.296 -0.601  -0.301
S: 3.304 -1.591 -0.428  0.561
O: 4.313 -2.358 0.228  -0.265
O: 3.577 -0.795 -1.576  -0.278
C: 2.944 -0.283 0.782  -0.635
F: 2.397 -0.742 1.904  0.121
F: 4.084 0.336 1.135  0.131
F: 2.009 0.613 0.303  0.085
C: 0.676 3.236 5.935  -0.155
O: 0.176 2.231 5.133  -0.188
C: 0.330 0.925 5.686  -0.192
C: -0.431 -0.072 4.896  -0.227
O: -1.820 0.100 5.026  -0.108
C: -2.562 -0.881 4.321  -0.167
C: -2.612 -0.835 2.775  -0.195
O: -1.412 -0.974 2.100  -0.219
C: -0.792 -2.222 2.353  -0.081
H: 1.754 3.127 6.118  0.083
H: 0.163 3.334 6.936  0.100
H: 0.575 4.226 5.452  0.091
H: 0.098 0.982 6.783  0.137
H: 1.457 0.720 5.662  0.136
H: -0.194 -1.075 5.355  0.138
H: -0.090 -0.203 3.863  0.109
H: -3.599 -0.717 4.674  0.138
H: -2.240 -1.875 4.657  0.115
H: -2.984 0.106 2.368  0.129
H: -3.304 -1.648 2.487  0.112
H: -1.230 -3.002 1.787  0.079
H: -0.746 -2.421 3.413  0.076
H: 0.232 -2.162 1.989  0.067
C: -0.609 2.360 1.727  -0.093
O: -1.289 2.078 0.529  -0.193
C: -1.507 3.221 -0.258  -0.199
C: -2.004 2.764 -1.609  -0.176
O: -1.050 1.907 -2.146  -0.154
C: 0.026 2.567 -2.719  -0.191
C: 0.929 1.701 -3.599  -0.195
O: 0.273 1.025 -4.626  -0.171
C: 0.839 -0.070 -5.267  -0.103
H: -0.489 1.445 2.382  0.090
H: -1.053 3.135 2.328  0.083
H: 0.416 2.677 1.447  0.087
H: -0.548 3.741 -0.264  0.112
H: -2.264 3.917 0.185  0.142
H: -2.167 3.518 -2.364  0.124
H: -2.939 2.209 -1.518  0.120
H: 0.715 2.930 -1.936  0.127
H: -0.347 3.432 -3.321  0.142
H: 1.436 0.951 -2.957  0.123
H: 1.725 2.385 -3.955  0.130
H: -0.007 -0.597 -5.773  0.101
H: 1.328 -0.769 -4.575  0.090
H: 1.589 0.259 -6.021  0.067
C: 3.066 -1.829 5.186  -0.102
O: 3.720 -2.826 4.429  -0.187
C: 2.992 -3.477 3.434  -0.230
C: 3.422 -4.913 3.275  -0.178
O: 3.069 -5.704 4.411  -0.124
C: 4.150 -6.259 5.180  -0.157
C: 4.711 -5.157 6.145  -0.204
O: 5.750 -5.687 6.972  -0.195
C: 6.388 -4.648 7.671  -0.139
H: 3.839 -1.369 5.808  0.094
H: 2.411 -2.249 5.932  0.077
H: 2.438 -1.133 4.647  0.057
H: 3.215 -3.023 2.487  0.084
H: 1.904 -3.459 3.667  0.138
H: 4.470 -4.958 2.928  0.145
H: 2.790 -5.157 2.378  0.110
H: 4.969 -6.802 4.687  0.124
H: 3.677 -6.994 5.890  0.131
H: 3.909 -4.731 6.750  0.121
H: 5.120 -4.254 5.601  0.119
H: 6.735 -3.833 6.992  0.093
H: 7.235 -5.155 8.139  0.086
H: 5.768 -4.133 8.409  0.081
C: -5.163 2.227 1.183  -0.127
O: -5.908 3.136 0.448  -0.172
C: -6.919 2.684 -0.441  -0.187
C: -6.543 2.275 -1.857  -0.174
O: -6.188 3.456 -2.610  -0.110
C: -5.384 3.151 -3.715  -0.192
C: -6.113 2.386 -4.863  -0.205
O: -6.974 3.209 -5.590  -0.190
C: -7.636 2.588 -6.643  -0.120
H: -4.367 2.761 1.706  0.082
H: -4.592 1.517 0.614  0.046
H: -5.822 1.758 1.956  0.105
H: -7.623 3.515 -0.554  0.126
H: -7.516 1.868 -0.016  0.121
H: -7.451 1.817 -2.244  0.124
H: -5.759 1.535 -1.891  0.097
H: -4.475 2.576 -3.581  0.089
H: -4.981 4.111 -4.082  0.133
H: -6.651 1.482 -4.485  0.130
H: -5.337 2.088 -5.538  0.114
H: -6.921 2.566 -7.500  0.099
H: -8.589 3.075 -6.900  0.092
H: -7.819 1.595 -6.321  0.063
C: 4.001 4.329 -0.150  -0.120
O: 4.151 4.306 -1.554  -0.193
C: 5.528 4.423 -1.998  -0.175
C: 6.388 3.179 -1.900  -0.215
O: 6.287 2.392 -3.065  -0.122
C: 5.059 1.572 -3.078  -0.135
C: 4.824 1.039 -4.461  -0.233
O: 4.405 2.021 -5.360  -0.169
C: 4.183 1.482 -6.640  -0.115
H: 2.954 4.173 0.079  0.076
H: 4.216 5.289 0.314  0.080
H: 4.567 3.604 0.407  0.074
H: 5.994 5.235 -1.360  0.131
H: 5.524 4.799 -3.000  0.120
H: 6.204 2.646 -0.967  0.120
H: 7.429 3.518 -1.841  0.125
H: 4.152 2.167 -2.921  0.123
H: 5.133 0.745 -2.417  0.094
H: 4.063 0.234 -4.402  0.128
H: 5.725 0.582 -4.892  0.130
H: 5.068 1.037 -7.061  0.082
H: 3.741 2.239 -7.268  0.089
H: 3.435 0.685 -6.636  0.060


(5)
The following is a DFT calculation (the ωB97M-V functional and the def2-TZVPD basis) of a 2-piece molecular cluster, C3H9NO2 overall.

LUMO ... 0.817 eV
Net charge ... 0
Gap between HOMO and LUMO ... 9.975 eV
Energy above the lowest of the compared OMol25 structures with the same formula, charge and spin ... 1.499 eV
Structure (SMILES) ... CC(=O)O.CN

Last column: Löwdin charge in e.
Atoms and positions in Å:
C: 1.306 2.478 -1.597  -0.194
N: 0.674 2.250 -0.300  -0.068
H: 1.340 2.292 0.462  0.065
H: 0.024 2.996 -0.074  0.061
H: -0.338 -0.150 -0.957  0.101
H: 1.261 1.540 -2.175  0.054
H: 2.365 2.725 -1.538  0.065
H: 0.777 3.158 -2.265  0.067
C: -1.661 -2.238 0.870  0.002
C: -0.424 -1.430 0.571  -0.560
O: -0.660 -0.248 -0.059  0.050
O: 0.676 -1.773 0.903  0.109
H: -2.377 -2.158 0.058  0.078
H: -2.151 -2.034 1.816  0.086
H: -1.336 -3.277 0.912  0.084


Going through the records in order, we get calculated total energy values of -20105.740, -8832.094, -175719.844, -163963.263, -8841.456 eV.
Going through the records in order, we get strongest force on any atom values of 4.21, 2.01, 2.35, 2.80, 1.26 eV/Å.